DFT (the ωB97M-V functional and the def2-TZVPD basis) results for a molecular structure, C34H41BMoN9SSi at a distorted geometry.

Each line ends with the Löwdin spin population.
Element x y z (Å)
Mo 0.81 -1.79 0.68  0.88
C 3.69 -0.40 -2.29  0.01
C 2.79 -1.35 -1.83  0.02
N 2.13 -0.91 -0.76  0.00
N 2.62 0.34 -0.50  0.00
C 3.55 0.66 -1.41  0.02
B 2.41 1.00 0.89  0.00
N 2.93 -0.01 1.97  0.00
C 3.82 0.08 2.97  0.01
C 3.91 -1.15 3.61  0.00
C 3.00 -1.95 2.96  0.01
N 2.39 -1.27 1.98  0.00
N 0.88 1.19 1.17  0.00
C 0.21 2.21 1.71  0.01
C -1.07 1.78 2.05  0.00
C -1.09 0.45 1.71  0.00
N 0.09 0.08 1.19  0.00
N 3.12 2.32 0.90  0.00
C 4.44 2.61 1.08  0.00
C 4.66 3.89 0.64  0.00
C 3.40 4.32 0.17  0.00
N 2.49 3.38 0.31  0.00
H 4.35 -0.46 -3.13  0.00
H 2.60 -2.34 -2.20  0.00
H 4.06 1.61 -1.36  0.00
H 4.33 1.00 3.18  0.00
H 4.54 -1.40 4.45  0.00
H 2.73 -2.98 3.15  0.00
H 0.68 3.18 1.80  0.00
H -1.85 2.37 2.51  0.00
H -1.87 -0.29 1.84  0.00
H 5.14 1.89 1.48  0.00
H 5.59 4.44 0.66  0.00
H 3.14 5.27 -0.26  0.00
S -1.79 -5.01 2.57  0.01
C -1.39 -3.97 3.90  0.00
C -1.71 -4.13 5.25  0.00
C -1.27 -3.16 6.13  0.00
C -0.52 -2.06 5.68  0.00
C -0.21 -1.91 4.34  0.00
C -0.64 -2.89 3.45  0.00
N -0.41 -2.92 2.07  0.01
C -0.96 -3.97 1.50  0.02
C -0.82 -4.17 0.05  0.00
C -1.51 -5.20 -0.58  0.00
C -1.37 -5.38 -1.95  0.00
C -0.57 -4.52 -2.68  0.00
C 0.11 -3.49 -2.04  0.00
C 0.02 -3.27 -0.67  -0.01
H -2.29 -4.97 5.59  0.00
H -1.49 -3.26 7.18  0.00
H -0.19 -1.32 6.39  0.00
H 0.36 -1.05 4.00  0.00
H -2.15 -5.86 -0.02  0.00
H -1.90 -6.19 -2.44  0.00
H -0.47 -4.66 -3.75  0.00
H 0.71 -2.83 -2.66  0.00
C -2.21 -0.48 -1.59  0.00
Si -2.11 1.27 -2.12  0.00
C -0.75 1.68 -3.31  0.00
C 0.09 2.87 -2.81  0.00
C -1.38 2.02 -4.68  0.00
C 0.16 0.45 -3.46  0.00
C -3.36 2.47 -1.46  0.00
C -4.25 1.76 -0.42  0.00
C -2.68 3.68 -0.80  0.00
C -4.23 2.95 -2.64  0.00
H -2.16 -1.15 -2.45  0.00
H -3.10 -0.70 -1.00  0.00
H -1.31 -0.72 -1.00  0.00
H -0.48 3.80 -2.79  0.00
H 0.91 3.02 -3.51  0.00
H 0.52 2.71 -1.82  0.00
H -2.03 2.89 -4.65  0.00
H -1.95 1.18 -5.11  0.00
H -0.57 2.24 -5.38  0.00
H 0.60 0.15 -2.51  0.00
H 0.97 0.70 -4.14  0.00
H -0.37 -0.41 -3.88  0.00
H -3.69 1.41 0.44  0.00
H -4.79 0.91 -0.85  0.00
H -5.00 2.47 -0.07  0.00
H -2.02 3.40 0.02  0.00
H -3.46 4.33 -0.39  0.00
H -2.11 4.28 -1.51  0.00
H -4.77 2.13 -3.13  0.00
H -3.66 3.50 -3.39  0.00
H -4.99 3.63 -2.24  0.00

Computed properties:
* HOMO-LUMO gap (alpha / beta): 6.6151 / 6.4424 eV
* spin multiplicity: 2
* lowest unoccupied orbital energy (alpha / beta): -0.23716 / -0.23457 Ha
* charge: +2
* molar mass: 742.7 g/mol

DFT (the ωB97M-V functional and the def2-TZVPD basis) results for C6H10OS in the gas phase at a distorted geometry.

Each line ends with the Mulliken charge.
Element x y z (Å)
C -1.37 0.70 0.95  -0.35
O -0.55 -0.35 1.44  -0.42
C 0.14 -1.30 0.52  -0.10
C -0.58 -1.86 -0.58  -0.68
C 0.16 -0.88 -1.60  -0.60
C 1.11 -0.66 -0.55  0.19
C 1.33 0.64 0.03  -0.79
S -0.09 1.79 -0.12  -0.20
H -2.23 0.51 0.27  0.28
H -1.53 1.34 1.96  0.29
H 0.60 -2.12 1.15  0.34
H -1.60 -1.93 -0.47  0.41
H 0.01 -2.93 -0.62  0.25
H -0.55 0.02 -1.72  0.12
H 0.37 -1.22 -2.75  0.30
H 2.10 -1.38 -0.52  0.31
H 2.17 1.28 -0.49  0.34
H 1.75 0.82 1.09  0.32

Computed properties:
* HOMO-LUMO gap: 9.2220 eV
* lowest unoccupied orbital energy: 0.02867 Ha
* SMILES string: C1O[C@H]2CC[C@H]2CS1
* molar mass: 130.2 g/mol

DFT (the ωB97M-V functional and the def2-TZVPD basis) results for 2 unconnected molecules or ions with the total composition C3H9N2S.

Each line ends with the Mulliken charge.
Element x y z (Å)
C -2.83 -2.05 -0.89  -0.74
S -1.08 -2.15 -0.43  -0.71
H -2.96 -2.24 -1.96  0.20
H -3.50 -2.72 -0.34  0.21
H -3.23 -1.03 -0.79  0.19
C 2.35 2.02 -0.36  -0.70
N 0.24 -0.02 1.69  -0.39
C 0.78 0.68 0.66  0.30
N 1.61 1.64 0.81  -0.69
H 2.70 3.06 -0.27  0.23
H 1.78 1.93 -1.30  0.30
H 3.27 1.44 -0.48  0.24
H 0.78 -0.06 2.54  0.24
H -0.28 -0.86 1.43  0.14
H 0.38 0.37 -0.31  0.19

Computed properties:
* HOMO-LUMO gap: 6.7132 eV
* lowest unoccupied orbital energy: 0.14799 Ha
* charge: -1
* molar mass: 105.2 g/mol

molar mass of number 3 (C3H9N2S)? 105.2 g/mol

Which value of molar mass does entry 2 give? 130.2 g/mol

What is the molar mass in the third record? 105.2 g/mol